(1)
{"formula": "C4H8O2", "method": "ωB97M-V/def2-TZVPD", "elements": ["C", "C", "O", "C", "C", "O", "H", "H", "H", "H", "H", "H", "H", "H"], "xyz": [[-1.017, 0.293, -1.051], [-0.057, 0.513, 0.093], [0.094, 1.848, 0.493], [0.069, -0.558, 1.160], [1.190, -0.301, 0.187], [1.568, -1.218, -0.794], [-2.048, 0.505, -0.746], [-0.986, -0.740, -1.411], [-0.761, 0.950, -1.887], [-0.671, 2.083, 1.032], [0.215, -0.257, 2.193], [-0.529, -1.460, 1.030], [2.056, 0.225, 0.579], [0.877, -1.883, -0.879]], "nbo_charge": [-0.623, 0.200, -0.696, -0.490, 0.085, -0.689, 0.208, 0.205, 0.226, 0.466, 0.229, 0.211, 0.202, 0.466], "energy_ev": -8371.421, "gap_ev": 10.30, "e_homo_ev": -9.464, "smiles": "C[C@@]1(O)C[C@H]1O", "relative_energy_ev": 1.860, "lumo_energy_ev": 0.832}

=====

(2)
{"formula": "C4H8O2", "method": "ωB97M-V/def2-TZVPD", "elements": ["C", "C", "C", "O", "C", "O", "H", "H", "H", "H", "H", "H", "H", "H"], "xyz": [[0.191, 0.395, -1.991], [0.823, -0.131, -0.701], [-0.142, -0.241, 0.436], [-1.212, -1.045, 0.201], [-0.011, 0.357, 1.623], [-1.002, 0.118, 2.579], [-0.628, -0.255, -2.312], [0.936, 0.435, -2.793], [-0.210, 1.403, -1.844], [1.653, 0.513, -0.388], [1.245, -1.129, -0.883], [-1.766, -0.947, 0.997], [0.773, 1.063, 1.877], [-0.651, -0.535, 3.200]], "nbo_charge": [-0.602, -0.442, 0.285, -0.684, -0.041, -0.731, 0.218, 0.209, 0.207, 0.214, 0.215, 0.494, 0.179, 0.479], "energy_ev": -8371.987, "gap_ev": 9.33, "e_homo_ev": -8.574, "smiles": "CC/C(O)=C/O", "relative_energy_ev": 1.294, "lumo_energy_ev": 0.757}